(1)
# H2HgNO7Se

A molecular structure, H2HgNO7Se (ωB97M-V with the def2-TZVPD basis set, the Open Molecules 2025 dataset).

Structure (XYZ):
```
12
Properties=species:S:1:pos:R:3:forces:R:3:lowdin_charge:R:1
Hg 0.0823 -0.7315 -0.1041 -0.23 -0.38 -0.05 0.942
O 0.8443 1.5082 -1.2569 0.09 0.02 0.01 -0.614
Se 1.9856 1.3565 -0.0474 0.30 0.42 -0.04 0.608
O 3.0691 2.5694 -0.0477 -0.17 -0.23 0.02 -0.533
O 2.6474 -0.1400 -0.2701 -0.06 0.00 0.04 -0.611
O 1.0900 1.2657 1.3475 0.06 0.01 0.01 -0.609
O -2.9275 -4.8648 0.0866 0.06 0.11 0.12 -0.259
N -2.2079 -3.8686 0.3011 0.05 -0.11 -0.39 -0.398
O -1.5105 -3.4922 -0.6753 -0.01 0.18 0.31 -0.319
O -1.4347 2.1703 0.1574 -0.21 0.20 0.08 -0.155
H -0.9446 2.1164 0.9884 0.10 -0.11 -0.02 -0.010
H -0.6935 2.1106 -0.4795 0.02 -0.10 -0.09 -0.042
```
Forces are in eV/Å.

Output
**Relative energy (zero: lowest compared OMol25 entry of this formula, charge and spin)**: 0.0 kcal per mole
**Net charge**: -2
**HOMO-LUMO gap (spin up / spin down)**: 0.276 / 0.208 Ha
**Spin multiplicity**: 2

(2)
# C34H92N20O12

12 unconnected molecules or ions with the total composition C34H92N20O12 (ωB97M-V with the def2-TZVPD basis set, the Open Molecules 2025 dataset).

Structure (XYZ):
```
158
Properties=species:S:1:pos:R:3:forces:R:3:lowdin_charge:R:1
C 4.1275 18.3750 -0.1476 0.22 -0.27 1.03 -0.028
C 4.6183 19.4041 0.9483 -2.68 1.29 -2.17 -0.457
C 3.4324 19.4312 1.9931 0.44 1.10 -0.78 -0.039
C 5.8675 18.9285 1.6261 0.87 0.23 0.31 -0.139
C 6.6620 20.0744 2.3740 -1.27 -2.48 0.44 -0.163
C 6.8221 21.3709 1.6491 0.06 0.56 -0.06 -0.151
C 5.5430 21.9058 0.9567 -1.03 0.02 -0.37 -0.404
C 4.6155 22.6548 2.0174 -0.44 -0.07 -1.06 -0.020
C 5.9624 22.9646 -0.1041 0.68 0.74 -0.17 -0.055
N 4.8349 20.7493 0.2642 3.91 -1.03 3.05 -0.154
O 3.9576 21.1173 -0.6778 -1.93 0.36 -1.14 -0.022
H 4.3815 18.4998 -1.2002 0.56 0.25 0.21 0.074
H 4.5373 17.4400 0.2343 0.09 -0.34 -0.48 0.075
H 3.0504 18.2084 -0.1307 -0.10 0.42 0.08 0.071
H 2.5654 19.9859 1.6344 0.22 0.42 -0.48 0.074
H 2.9638 18.4625 2.1666 0.78 -0.27 0.60 0.078
H 3.8146 20.0034 2.8385 -0.36 -0.58 0.58 0.068
H 5.4581 18.1339 2.2499 0.35 0.22 0.98 0.112
H 6.5307 18.3136 1.0178 0.12 0.60 -0.79 0.112
H 6.1273 20.2005 3.3154 -0.17 0.43 0.11 0.100
H 7.6111 19.6498 2.7014 0.21 0.16 -0.22 0.109
H 7.6869 21.3662 0.9856 -0.26 -0.28 -0.48 0.118
H 7.1378 22.0640 2.4288 -0.18 0.48 -0.11 0.119
H 4.8548 22.5050 3.0702 0.24 -0.03 -0.12 0.073
H 3.5615 22.4124 1.8817 -0.01 -0.66 -0.02 0.066
H 4.5547 23.7159 1.7753 0.67 0.21 0.33 0.066
H 6.6860 22.6900 -0.8717 -0.01 -0.98 0.06 0.075
H 6.5050 23.7921 0.3530 0.08 -0.11 0.72 0.086
H 5.2223 23.5287 -0.6716 -0.85 -0.57 0.30 0.058
H 4.3245 20.7019 -1.4617 -0.20 0.23 -0.46 0.099
C 5.3601 24.7782 -7.0525 0.40 0.67 -1.23 -0.046
C 6.3967 25.4280 -6.1825 -0.58 1.22 0.77 -0.447
C 6.3888 26.9512 -6.5023 1.29 0.55 -1.28 -0.034
C 5.7819 25.3573 -4.7373 0.25 -0.69 -0.39 -0.136
C 6.7859 25.5180 -3.6418 -1.43 -0.10 0.72 -0.197
C 7.9104 24.5614 -3.8161 0.24 1.07 0.13 -0.133
C 8.6074 24.7550 -5.1498 3.33 0.08 -2.11 -0.428
C 9.4773 26.1189 -5.2559 -0.42 -1.08 1.70 0.008
C 9.5815 23.5056 -5.2661 -0.22 1.95 0.69 -0.008
N 7.7150 24.7358 -6.3101 -2.95 -0.91 1.48 -0.095
O 8.2761 24.8522 -7.5959 -0.16 0.20 1.30 -0.010
H 5.5127 24.9598 -8.1164 0.72 -0.39 -0.20 0.074
H 5.3703 23.7089 -6.8417 -0.69 0.15 -0.07 0.102
H 4.4722 25.3994 -6.9342 -0.70 -0.83 0.63 0.072
H 7.0174 27.5900 -5.8819 0.02 -0.20 0.40 0.072
H 6.7720 27.0997 -7.5119 0.60 -0.22 -0.44 0.046
H 5.4566 27.4914 -6.6670 -0.68 -0.62 0.80 0.069
H 4.9406 26.0388 -4.6108 0.07 0.43 -0.52 0.086
H 5.2821 24.3970 -4.6110 0.25 -0.44 -0.02 0.116
H 7.1061 26.5469 -3.4775 0.57 -0.26 -0.47 0.085
H 6.3050 25.3087 -2.6863 -0.20 -0.12 0.19 0.121
H 7.6562 23.5054 -3.7251 -0.48 0.13 0.08 0.126
H 8.4919 24.8457 -2.9391 1.15 -0.60 -0.39 0.119
H 10.4453 25.9795 -4.7746 0.02 -0.10 0.19 0.052
H 8.9485 26.8370 -4.6291 0.16 0.45 -0.23 0.054
H 9.7391 26.5565 -6.2192 -0.59 -0.35 -0.31 0.067
H 9.0848 22.5984 -4.9221 -0.04 -0.14 -0.77 0.084
H 10.3262 23.7108 -4.4971 0.19 -0.12 -0.06 0.040
H 10.0879 23.5012 -6.2313 -0.24 -0.51 -0.01 0.073
H 8.3829 25.8041 -7.6602 0.33 0.44 -0.73 0.047
C 2.6185 25.3031 -2.6513 -0.76 -0.16 -0.50 -0.062
O 1.9604 25.2732 -3.8987 1.34 -0.50 -1.77 -0.308
C 1.0466 24.2230 -4.1669 0.29 0.42 0.43 -0.164
C 1.5955 22.7944 -4.7546 0.62 3.23 -1.09 -0.362
C 2.4436 23.0826 -6.0812 -0.81 -0.87 0.26 -0.040
N 0.4441 22.0051 -5.0316 -0.06 -0.31 -0.28 0.021
H 3.3087 26.1341 -2.7964 -0.18 0.25 0.98 0.081
H 3.1922 24.4195 -2.3717 -0.07 -0.26 -0.25 0.090
H 1.7256 25.4000 -2.0337 0.84 0.54 1.43 0.097
H 0.4011 24.1966 -3.2890 0.20 -1.29 0.85 0.111
H 0.3350 24.8306 -4.7261 -0.12 -1.06 -1.69 0.125
H 2.1539 22.2201 -4.0155 0.48 0.58 0.09 0.129
H 1.9290 23.5435 -6.9243 -0.95 0.91 0.58 0.073
H 2.5784 22.1520 -6.6325 0.79 -0.58 0.70 0.074
H 3.3702 23.6514 -6.0038 -0.15 -0.42 0.55 0.023
H -0.0709 22.0697 -4.1652 -0.88 -0.41 -0.24 0.074
H -0.0370 22.4686 -5.7891 -0.67 -0.15 0.06 0.077
C 4.2717 26.2153 -10.7012 -1.17 0.77 -0.93 -0.090
O 3.5727 25.8891 -11.9417 0.31 0.42 -0.80 -0.193
C 4.1908 26.3280 -13.2277 1.26 -1.90 1.10 -0.177
C 4.7346 27.7176 -13.2315 -0.05 2.17 0.37 -0.408
C 3.5839 28.7424 -12.9617 0.41 0.24 -0.18 -0.059
N 5.5995 28.1790 -14.4229 -1.73 -0.75 0.78 0.046
H 3.6141 26.0064 -9.8573 -0.34 -0.67 -0.31 0.077
H 4.2874 27.3045 -10.6615 0.88 0.14 0.14 0.064
H 5.2251 25.7225 -10.5108 0.16 0.16 -0.53 0.068
H 5.0377 25.6550 -13.3612 0.52 -0.12 0.10 0.113
H 3.6220 26.0514 -14.1155 -1.13 0.34 0.54 0.125
H 5.4228 27.7690 -12.3877 0.00 0.06 0.07 0.105
H 2.9803 28.5635 -12.0719 0.15 -0.65 0.00 0.068
H 2.8817 28.7955 -13.7938 0.00 -0.20 -0.19 0.076
H 3.9279 29.7635 -12.7973 0.48 0.02 -0.26 0.071
H 4.9566 28.6756 -15.0230 -0.19 0.67 -0.06 0.046
H 5.7806 27.3997 -15.0392 0.48 -0.69 0.20 0.049
N 10.0823 30.1052 -4.1051 4.59 2.45 -3.83 0.180
C 9.3957 29.5085 -3.2230 -0.71 -3.47 2.95 -0.742
N 8.1190 29.8530 -3.2438 -3.40 -0.04 0.83 0.184
O 9.8517 28.5971 -2.4879 -0.51 0.66 -0.59 -0.023
H 11.0548 29.8661 -4.2362 -0.25 -0.08 0.43 0.124
H 9.7327 30.8149 -4.7329 -0.30 -0.07 0.27 0.056
H 7.4672 29.3466 -2.6617 0.71 0.32 0.72 0.050
H 7.6730 30.6217 -3.7236 0.87 -0.01 -0.22 0.097
N 12.1857 24.3189 -0.7402 2.70 -2.19 1.23 0.162
C 11.0097 24.8732 -0.9127 -1.82 0.25 0.77 -0.777
N 10.9644 25.6168 -1.9879 -0.59 2.09 -3.04 0.168
O 10.0305 24.7592 -0.1966 -0.15 -0.54 0.84 0.031
H 12.9673 24.5098 -1.3508 -0.22 -0.15 0.40 0.102
H 12.2802 23.6425 0.0038 0.17 0.18 -0.23 0.119
H 11.7150 25.6675 -2.6618 -0.26 0.31 0.37 0.094
H 10.2210 26.2994 -2.0242 0.16 0.24 -0.31 0.087
N 8.5806 28.1802 -9.8234 -0.02 5.04 4.42 0.181
C 8.5150 27.0947 -10.4388 -2.66 -5.30 -3.02 -0.777
N 9.2457 27.1553 -11.5387 1.68 -1.42 -2.48 0.168
O 7.7160 26.1712 -10.1938 0.80 0.49 0.14 0.006
H 7.9205 28.2390 -9.0612 0.74 0.70 0.33 0.104
H 9.3762 28.7542 -10.0635 -0.69 0.66 1.00 0.126
H 9.1586 26.3812 -12.1816 0.44 0.27 0.05 0.123
H 9.9449 27.8752 -11.6521 -0.20 -0.47 -0.46 0.109
N 6.6792 30.7459 -6.4682 -4.86 -0.57 2.33 0.175
C 7.9127 31.1743 -6.5161 0.86 0.42 -0.90 -0.710
N 8.3415 30.8984 -7.7433 2.78 -0.07 -1.66 0.157
O 8.5929 31.7439 -5.6755 -0.68 0.38 0.12 0.025
H 5.9776 31.2039 -5.9042 0.39 -0.16 0.50 0.127
H 6.2234 30.1814 -7.1708 0.58 0.22 -0.04 0.107
H 7.7301 30.5085 -8.4463 0.60 0.50 0.01 0.095
H 9.2768 31.2450 -7.9022 -0.14 -0.40 -0.71 0.121
N 4.1371 29.5193 -2.1670 -6.81 3.23 0.86 0.192
C 5.2556 28.9373 -2.1657 4.40 0.06 5.08 -0.780
N 5.5296 28.4694 -3.3260 2.08 -2.77 -4.66 0.176
O 6.0648 28.9350 -1.1965 -1.12 -0.28 -1.43 0.008
H 3.6562 29.8557 -1.3450 0.62 -0.13 0.05 0.133
H 3.6370 29.6911 -3.0275 0.10 -0.07 0.00 0.101
H 4.8035 28.0810 -3.9109 0.21 0.20 -0.06 0.100
H 6.4523 28.0678 -3.4130 -0.47 -0.07 -0.30 0.070
N 12.5597 22.6679 -3.9368 -5.17 2.86 5.85 0.156
C 13.3859 22.1710 -4.7395 1.95 -3.45 -2.01 -0.799
N 13.8452 23.1855 -5.4524 2.83 1.78 -3.26 0.151
O 13.6500 20.9884 -4.8228 0.65 -0.48 -0.56 0.052
H 11.9888 22.1827 -3.2595 0.41 -0.12 -0.26 0.137
H 12.5876 23.6768 -3.9005 -0.80 -0.49 0.68 0.084
H 14.4242 22.9937 -6.2574 -0.13 0.19 0.21 0.118
H 13.4396 24.1030 -5.3343 0.38 -0.38 -0.60 0.097
N 9.2075 22.1660 -9.5254 -5.96 -3.13 -1.47 0.178
C 10.4299 22.1972 -9.1573 1.60 -1.19 0.04 -0.862
N 10.7966 23.4116 -9.2191 3.87 7.95 0.50 0.157
O 11.1784 21.2968 -8.9085 0.94 -2.41 0.87 0.062
H 8.8620 21.2259 -9.6558 -0.51 0.35 -0.14 0.125
H 8.6757 22.9618 -9.8478 0.11 -0.39 0.27 0.113
H 11.6443 23.7472 -8.7847 0.06 -0.64 -0.13 0.117
H 10.1777 24.1878 -9.4048 -0.21 -0.46 0.14 0.093
N 2.4580 27.5061 -6.0678 1.41 -1.02 -2.13 0.174
C 2.0738 28.5032 -5.2918 1.27 0.00 -1.45 -0.827
N 1.2820 28.0593 -4.3923 -3.71 -0.56 5.30 0.191
O 2.4428 29.6295 -5.4834 0.44 2.79 -0.06 0.034
H 2.4072 26.5654 -5.7036 0.25 -0.18 -0.77 0.086
H 2.9282 27.8874 -6.8762 0.34 -1.15 -0.04 0.110
H 1.3116 27.0904 -4.1085 -0.06 -0.23 -0.36 0.077
H 0.9306 28.6564 -3.6574 0.23 0.25 -0.29 0.127
```
Forces are in eV/Å.

Output
**SMILES string**: CC1(C)CCCC(C)(C)N1O.CC1(C)CCCC(C)(C)N1O.COC[C@H](C)N.COC[C@H](C)N.NC(N)=O.NC(N)=O.NC(N)=O.NC(N)=O.NC(N)=O.NC(N)=O.NC(N)=O.NC(N)=O
**HOMO-LUMO gap**: 0.261 Ha
**Spin multiplicity**: 1

(3)
# C28H29BN6OPbSi

A molecular structure, C28H29BN6OPbSi (ωB97M-V with the def2-TZVPD basis set, the Open Molecules 2025 dataset).

Structure (XYZ):
```
67
Properties=species:S:1:pos:R:3:forces:R:3:lowdin_charge:R:1
H -1.1133 3.1179 -0.5314 0.10 -0.19 -0.03 0.135
N -0.7017 1.8634 -2.1881 0.19 0.42 0.12 0.103
B 0.3584 0.5484 -4.1249 0.31 -1.34 0.41 -0.476
N 0.3497 1.6257 -3.0035 -0.43 0.71 0.47 0.044
C 1.3423 2.4534 -2.6261 -0.87 -0.30 0.21 -0.015
Pb -1.1533 -1.4626 -1.4698 -0.50 -0.59 9.08 1.174
H 2.2905 2.4542 -3.1412 -0.11 -0.05 0.01 0.137
C 0.8990 3.2086 -1.5458 0.02 0.06 0.13 -0.016
H 1.4629 3.9328 -0.9905 0.04 0.10 0.01 0.109
C -0.4029 2.8026 -1.2835 0.39 -0.21 -0.45 -0.024
H 0.7365 0.9948 -5.1641 -0.05 0.08 -0.07 0.118
C -0.8983 -3.5716 -1.0028 1.08 -1.85 -0.60 -0.340
H -0.9688 -3.7352 0.0808 -0.05 0.27 -0.30 -0.022
H 0.0734 -3.9258 -1.3718 -0.23 -0.47 0.16 -0.042
H -1.7054 -4.1087 -1.5231 0.20 -0.01 0.16 -0.026
N -1.0488 -0.1066 -4.2747 -0.95 -0.75 0.39 0.007
N 1.3604 -0.5321 -3.6041 -0.30 -0.82 0.61 -0.030
N -1.7380 -0.7359 -3.2030 -2.47 2.59 -9.52 -0.262
N 0.9765 -1.3773 -2.5837 1.36 0.17 -0.43 -0.024
C -1.8015 -0.1888 -5.3829 -0.09 0.00 0.64 -0.053
C 2.6720 -0.7013 -3.8644 -0.22 -0.50 0.50 -0.078
H -1.4285 0.2272 -6.3071 -0.15 0.05 -0.01 0.126
H 3.1564 -0.1197 -4.6362 -0.02 -0.12 0.06 0.120
C -3.0063 -0.8286 -5.0823 0.22 0.23 -0.12 -0.049
C 3.1618 -1.6857 -3.0054 -0.21 0.39 -0.11 -0.052
C -2.9663 -1.1310 -3.7291 2.14 0.65 0.12 -0.120
C 2.0757 -2.0695 -2.2057 -0.71 0.93 -0.90 -0.111
H -3.8160 -1.0275 -5.7641 0.03 0.02 0.01 0.100
H 4.1643 -2.0653 -2.9534 0.11 0.00 -0.03 0.090
H -3.7021 -1.6375 -3.1148 0.25 0.17 0.04 0.101
H 2.0393 -2.7940 -1.3981 -0.12 0.22 -0.24 0.111
H -1.5128 1.2509 -2.1720 0.16 -0.08 -0.04 0.124
O 0.0654 -0.1447 -0.0017 0.80 0.22 0.31 -0.518
Si 0.0016 0.0954 1.5844 0.24 -0.41 -1.08 0.354
C -1.2920 1.3796 1.9872 -0.06 0.07 0.26 -0.238
C -2.6342 1.1478 1.6517 -0.26 0.51 0.14 -0.110
C -3.5916 2.1518 1.8435 0.20 -0.14 -0.01 -0.094
C -3.2145 3.3889 2.3784 0.17 -0.09 -0.03 -0.105
C -1.8821 3.6119 2.7388 0.04 -0.08 -0.04 -0.097
C -0.9237 2.6072 2.5504 -0.55 0.21 -0.06 -0.092
C -0.3389 -1.4801 2.5318 -0.10 0.11 0.11 -0.233
C -1.4395 -1.6090 3.3836 0.14 -0.62 0.13 -0.088
C -1.6847 -2.8262 4.0328 0.09 0.05 -0.04 -0.090
C -0.8171 -3.9083 3.8518 -0.03 0.25 -0.06 -0.099
C 0.3080 -3.7666 3.0326 0.04 0.23 -0.16 -0.095
C 0.5463 -2.5558 2.3720 -0.34 -0.38 0.37 -0.098
C 1.6449 0.7007 2.2301 0.05 -0.07 0.03 -0.245
C 1.8980 0.7219 3.6077 0.66 0.30 -0.08 -0.093
C 3.1379 1.1645 4.0877 -0.23 -0.07 -0.15 -0.091
C 4.1267 1.5757 3.1872 -0.16 -0.03 -0.12 -0.103
C 3.8795 1.5347 1.8100 -0.15 -0.09 0.04 -0.096
C 2.6419 1.0864 1.3284 0.44 0.24 0.51 -0.090
H -2.9424 0.1776 1.2475 0.16 0.34 0.02 0.091
H -4.6319 1.9597 1.5769 0.23 0.10 0.09 0.098
H -3.9602 4.1737 2.5219 0.22 -0.23 -0.03 0.097
H -1.5787 4.5668 3.1725 -0.15 -0.22 -0.11 0.098
H 0.1138 2.7770 2.8483 -0.31 0.00 -0.12 0.097
H -2.1008 -0.7554 3.5478 0.12 -0.30 -0.06 0.094
H -2.5541 -2.9205 4.6853 0.23 -0.05 -0.14 0.097
H -1.0109 -4.8580 4.3544 0.05 0.29 -0.13 0.097
H 1.0042 -4.5967 2.9001 -0.22 0.17 0.07 0.099
H 1.4289 -2.4451 1.7348 -0.27 -0.04 0.16 0.108
H 1.1305 0.3856 4.3103 0.21 0.10 -0.19 0.110
H 3.3218 1.1841 5.1634 0.04 0.01 -0.29 0.098
H 5.0928 1.9239 3.5587 -0.28 -0.11 -0.11 0.096
H 4.6498 1.8462 1.1019 -0.12 -0.08 0.24 0.094
H 2.4502 1.0301 0.2546 -0.02 0.00 0.28 0.086
```
Forces are in eV/Å.

Output
**Relative energy (zero: lowest compared OMol25 entry of this formula, charge and spin)**: 77.5 kcal per mole
**HOMO-LUMO gap**: 0.206 Ha
**Spin multiplicity**: 1

(4)
# C2H5NOS

2 unconnected molecules or ions with the total composition C2H5NOS (ωB97M-V with the def2-TZVPD basis set, the Open Molecules 2025 dataset).

Structure (XYZ):
```
10
Properties=species:S:1:pos:R:3:forces:R:3:lowdin_charge:R:1
C 1.0163 -0.9492 0.2258 0.97 -0.44 -0.58 -0.356
C -1.5063 0.0392 0.6853 2.05 -2.01 -4.34 -0.306
N -0.0454 2.2708 -1.4695 0.24 -0.80 -0.20 0.003
O 0.3289 1.2332 -1.8706 -0.23 1.07 0.54 -0.289
S -0.5447 -0.5128 -0.6055 -0.50 -0.19 1.62 0.881
H 1.1482 -0.4657 1.2150 -0.85 -0.82 -0.21 0.044
H 1.8668 -0.3655 -0.3021 -1.27 -1.72 0.08 0.066
H 1.0173 -2.1280 0.2037 0.78 2.59 0.25 0.078
H -2.2012 0.6853 0.3522 -3.04 1.72 -0.89 -0.061
H -1.0799 0.1927 1.5658 1.86 0.60 3.72 -0.059
```
Forces are in eV/Å.

Output
**Relative energy (zero: lowest compared OMol25 entry of this formula, charge and spin)**: 157.6 kcal per mole
**HOMO-LUMO gap (spin up / spin down)**: 0.215 / 0.217 Ha
**Spin multiplicity**: 1